Molecular formula: C30H33Cl5N10O4Sc
Method: DFT, wB97M-V/def2-TZVPD

Geometry as XYZ:
```
83
Properties=species:S:1:pos:R:3:lowdin_charge:R:1
Sc 9.87 3.64 14.88 0.8013
Cl 6.12 -0.07 10.27 0.6258
C 6.51 1.27 11.29 -0.7048
C 7.51 1.06 12.19 -0.0710
C 7.85 2.05 13.15 -0.2160
N 8.83 1.81 14.09 0.0161
C 8.86 0.72 14.91 -0.4473
O 8.72 -0.50 14.62 -0.0154
C 9.14 1.01 16.34 -0.2020
C 9.08 -0.05 17.29 0.0209
C 9.17 0.29 18.67 -0.0747
C 9.46 1.60 19.02 -0.0813
C 9.71 2.54 18.01 -0.0863
N 9.49 2.22 16.72 0.0511
C 7.21 3.33 13.13 -0.2256
C 6.31 3.57 12.13 -0.0749
C 5.94 2.57 11.21 -0.6603
Cl 4.91 3.11 9.92 0.6118
N 7.56 4.21 14.17 0.0712
C 6.70 5.20 14.49 -0.4828
O 5.71 5.63 13.86 -0.0152
C 6.87 5.80 15.80 -0.2051
C 6.19 6.99 16.07 0.0009
C 5.90 7.32 17.39 -0.0979
C 6.45 6.60 18.41 -0.0969
C 7.19 5.45 18.05 -0.1508
N 7.46 5.15 16.80 0.1393
H 8.01 0.16 12.37 0.0842
H 8.83 -1.01 16.83 0.1118
H 8.94 -0.48 19.41 0.0989
H 9.56 1.92 20.07 0.1005
H 10.14 3.53 18.14 0.0737
H 5.87 4.56 11.98 0.0988
H 5.75 7.51 15.18 0.1293
H 5.34 8.23 17.59 0.0919
H 6.51 6.89 19.46 0.0830
H 7.63 4.90 18.83 0.0771
N 10.36 7.32 15.50 0.0529
C 10.99 7.20 16.77 -0.3285
C 12.39 7.89 16.78 -0.1389
C 12.99 8.12 18.19 -0.1715
C 12.00 8.82 19.12 -0.1611
N 11.34 7.86 20.02 0.1014
C 11.06 7.97 21.33 -0.3931
N 10.55 6.88 21.99 0.1848
N 11.39 9.08 22.04 0.1729
C 10.82 5.72 17.25 -0.5499
O 10.73 5.51 18.47 -0.0404
O 10.81 4.80 16.39 -0.1133
H 10.54 6.47 14.90 0.0502
H 10.62 8.17 15.01 0.0737
H 10.39 7.82 17.45 0.1119
H 12.26 8.86 16.33 0.1024
H 13.12 7.31 16.20 0.1261
H 13.93 8.74 18.06 0.1257
H 13.29 7.16 18.59 0.1108
H 11.25 9.36 18.61 0.1068
H 12.59 9.55 19.70 0.1156
H 10.97 6.96 19.61 0.1224
H 10.40 6.07 21.37 0.1303
H 10.04 6.95 22.85 0.1143
H 11.55 9.93 21.52 0.1024
H 10.93 9.28 22.93 0.1245
C 10.39 3.82 11.07 -0.0833
C 10.53 5.05 11.95 -0.8352
C 12.00 5.50 11.82 -0.1013
C 9.53 6.11 11.52 -0.0674
N 10.41 4.77 13.31 -0.1263
H 10.69 3.90 10.01 0.0665
H 9.31 3.47 11.12 0.0786
H 10.90 2.90 11.47 0.0734
H 12.21 5.76 10.73 0.0780
H 12.69 4.74 12.10 0.0354
H 12.18 6.34 12.48 0.0494
H 9.70 6.46 10.46 0.0757
H 9.58 6.98 12.22 0.0731
H 8.50 5.66 11.56 0.0771
Cl 14.38 1.57 12.38 0.4287
C 13.80 0.83 14.10 -1.5266
Cl 13.27 -0.75 13.91 0.7140
Cl 15.21 1.18 15.07 0.6017
C 12.73 1.88 14.33 -0.3075
N 11.80 2.45 14.71 0.1843
```

Computed properties:
Frontier orbital gap (spin up / spin down) = 2.76 / 2.76 eV
Calculated total energy = -138050.8176 eV
E_HOMO (spin up / spin down) = -0.0794 / -0.0792 Eh
E_LUMO (spin up / spin down) = 0.6 / 0.6 eV
Energy relative to the best compared isomer or geometry (same formula, charge and spin) = 4.3946 eV
Spin multiplicity = 1
Net charge = -1